Record 1
The following is a quantum chemistry calculation of a molecular structure, C33H36N4OSTe2Ti, from OMol25.

The calculation puts the gap between HOMO and LUMO (spin up / spin down) at 4.5038 / 4.5009 eV. As for the total charge: -2. As for the strongest force on any atom: 0.57 eV/Å. The value obtained for the energy relative to the best compared isomer or geometry (same formula, charge and spin) is 0.00 kcal/mol.

Last column: Mulliken charge in e.
Element x y z (Å)
Ti (-0.502, 0.235, -0.033)  -1.043
S (1.001, 0.087, -1.861)  -0.745
C (1.697, 1.688, -1.356)  0.320
N (2.948, 1.994, -1.579)  -0.798
N (3.653, 1.086, -2.347)  0.342
C (4.913, 1.347, -2.745)  0.538
C (5.667, 0.355, -3.412)  -0.600
C (6.948, 0.617, -3.852)  -0.342
C (7.544, 1.861, -3.650)  -0.605
C (6.806, 2.838, -2.986)  -0.372
C (5.519, 2.604, -2.536)  -0.465
N (0.919, 2.576, -0.723)  -1.065
N (-0.332, 2.139, -0.383)  0.607
C (-1.217, 3.204, -0.157)  -0.157
C (-0.751, 4.494, 0.136)  -0.723
C (-1.645, 5.527, 0.362)  -0.498
C (-3.018, 5.320, 0.289)  -0.578
C (-3.483, 4.048, -0.017)  -0.921
C (-2.598, 3.005, -0.237)  0.106
H (3.280, 0.148, -2.432)  0.146
H (5.223, -0.621, -3.574)  0.299
H (7.498, -0.169, -4.360)  0.301
H (8.551, 2.060, -3.995)  0.338
H (7.247, 3.813, -2.810)  0.309
H (4.951, 3.362, -2.017)  0.390
H (0.316, 4.649, 0.179)  0.446
H (-1.259, 6.513, 0.598)  0.335
H (-3.711, 6.136, 0.463)  0.361
H (-4.548, 3.855, -0.089)  0.389
H (-2.983, 2.026, -0.482)  0.568
C (-3.217, -1.160, 2.845)  -1.152
C (-4.056, 0.013, 2.341)  0.560
C (-3.331, 1.339, 2.578)  -1.333
C (-4.528, -0.185, 0.912)  0.560
C (-5.898, -0.273, 0.687)  -1.115
C (-6.426, -0.476, -0.577)  -1.177
C (-5.554, -0.593, -1.645)  -0.905
C (-4.174, -0.509, -1.484)  0.942
C (-3.313, -0.624, -2.729)  0.497
C (-2.611, 0.689, -3.085)  -1.280
C (-2.355, -1.814, -2.693)  -1.257
C (-3.652, -0.305, -0.187)  0.036
O (-2.338, -0.183, 0.010)  2.756
H (-3.051, -1.068, 3.922)  0.432
H (-2.235, -1.165, 2.372)  -0.256
H (-3.715, -2.114, 2.653)  0.379
H (-4.975, 0.038, 2.939)  0.486
H (-2.365, 1.364, 2.074)  -0.061
H (-3.137, 1.463, 3.647)  0.459
H (-3.925, 2.187, 2.232)  0.316
H (-6.564, -0.179, 1.539)  0.352
H (-7.497, -0.540, -0.726)  0.354
H (-5.945, -0.749, -2.645)  0.326
H (-4.019, -0.824, -3.543)  0.463
H (-1.901, 1.010, -2.324)  0.170
H (-3.343, 1.489, -3.218)  0.317
H (-2.043, 0.576, -4.011)  0.442
H (-1.597, -1.715, -1.919)  -0.164
H (-1.835, -1.910, -3.650)  0.412
H (-2.905, -2.740, -2.505)  0.404
C (-0.948, -3.501, 1.814)  -0.827
Te (0.448, -2.628, 0.418)  0.354
C (-0.348, -4.451, -0.663)  -1.479
C (-0.461, -5.472, 0.415)  0.808
C (-0.216, -6.833, 0.257)  -0.722
C (-0.309, -7.704, 1.337)  -0.471
C (-0.647, -7.218, 2.592)  -0.550
C (-0.879, -5.858, 2.765)  -0.640
C (-0.783, -4.982, 1.692)  0.717
H (-1.937, -3.175, 1.485)  -0.030
H (-0.757, -3.110, 2.810)  0.520
H (0.271, -4.769, -1.501)  0.464
H (-1.330, -4.147, -1.032)  0.235
H (0.054, -7.212, -0.723)  0.385
H (-0.110, -8.761, 1.198)  0.363
H (-0.713, -7.892, 3.439)  0.364
H (-1.117, -5.467, 3.748)  0.414
Te (0.664, -0.084, 2.289)  -0.746

***

Record 2
The following is a quantum chemistry calculation of 3 unconnected molecules or ions with the total composition C23H21Cl2O10P, from OMol25.

The calculation puts the gap between HOMO and LUMO at 8.3101 eV. As for the strongest force on any atom: 1.39 eV/Å. The SMILES is C[C@@H](Cl)Cc1ccc(O)c2c1C(=O)c1cccc(P(O)Cl)c1C2=O.O=C1OCCO1.O=C1OCCO1.

Last column: Mulliken charge in e.
Element x y z (Å)
C (-0.829, 3.331, -1.757)  -1.194
C (-0.005, 2.010, -1.709)  0.611
Cl (1.423, 2.099, -2.802)  -0.219
C (0.389, 1.636, -0.237)  -0.403
C (-0.510, 0.495, 0.205)  0.287
C (-1.581, 0.694, 1.103)  -1.173
C (-2.416, -0.365, 1.449)  -1.139
C (-2.243, -1.673, 0.952)  0.564
O (-3.058, -2.699, 1.288)  -0.522
C (-1.183, -1.878, 0.066)  0.803
C (-0.337, -0.803, -0.291)  1.209
C (0.773, -1.122, -1.277)  0.266
O (1.896, -0.719, -1.158)  -0.511
C (0.345, -2.040, -2.404)  0.436
C (0.768, -1.803, -3.715)  -0.740
C (0.302, -2.671, -4.713)  -0.868
C (-0.557, -3.726, -4.377)  -0.321
C (-0.988, -3.967, -3.059)  -0.131
P (-2.149, -5.367, -2.733)  0.171
O (-2.970, -5.396, -4.183)  -0.484
Cl (-3.605, -4.620, -1.409)  -0.205
C (-0.512, -3.098, -2.056)  0.575
C (-0.887, -3.215, -0.588)  -0.655
O (-0.899, -4.256, -0.001)  -0.451
H (-1.178, 3.543, -0.742)  0.238
H (-1.716, 3.203, -2.382)  0.330
H (-0.206, 4.149, -2.123)  0.357
H (-0.662, 1.229, -2.096)  0.215
H (1.444, 1.364, -0.215)  0.500
H (0.269, 2.508, 0.404)  -0.523
H (-1.810, 1.668, 1.514)  0.468
H (-3.254, -0.178, 2.115)  0.414
H (-3.417, -2.479, 2.153)  0.317
H (1.433, -0.968, -3.903)  0.467
H (0.613, -2.478, -5.732)  0.427
H (-0.891, -4.343, -5.206)  0.599
H (-3.088, -4.472, -4.447)  0.352
O (-2.723, 3.562, 3.190)  -0.532
C (-1.634, 4.027, 3.100)  0.566
O (-1.294, 5.279, 3.484)  -0.358
C (0.133, 5.381, 3.431)  -0.405
C (0.500, 4.309, 2.434)  -0.404
O (-0.563, 3.363, 2.592)  -0.113
H (0.437, 6.376, 3.115)  0.313
H (0.537, 5.184, 4.426)  0.272
H (0.498, 4.676, 1.404)  0.260
H (1.462, 3.846, 2.644)  0.337
O (3.345, 0.771, 4.468)  -0.549
C (3.366, 0.002, 3.563)  0.549
O (4.293, -0.976, 3.405)  -0.338
C (3.858, -1.825, 2.337)  -0.399
C (2.954, -0.912, 1.544)  0.290
O (2.470, -0.011, 2.547)  -0.185
H (4.706, -2.186, 1.761)  0.334
H (3.325, -2.679, 2.760)  0.284
H (3.492, -0.341, 0.788)  0.245
H (2.134, -1.438, 1.071)  -0.230

***

Which of these has the lowest strongest force on any atom? C33H36N4OSTe2Ti

***

What did the second record say?
The following is a quantum chemistry calculation of 3 unconnected molecules or ions with the total composition C23H21Cl2O10P, from OMol25.

The calculation puts the gap between HOMO and LUMO at 8.3101 eV. As for the strongest force on any atom: 1.39 eV/Å. The SMILES is C[C@@H](Cl)Cc1ccc(O)c2c1C(=O)c1cccc(P(O)Cl)c1C2=O.O=C1OCCO1.O=C1OCCO1.

Last column: Mulliken charge in e.
Element x y z (Å)
C (-0.829, 3.331, -1.757)  -1.194
C (-0.005, 2.010, -1.709)  0.611
Cl (1.423, 2.099, -2.802)  -0.219
C (0.389, 1.636, -0.237)  -0.403
C (-0.510, 0.495, 0.205)  0.287
C (-1.581, 0.694, 1.103)  -1.173
C (-2.416, -0.365, 1.449)  -1.139
C (-2.243, -1.673, 0.952)  0.564
O (-3.058, -2.699, 1.288)  -0.522
C (-1.183, -1.878, 0.066)  0.803
C (-0.337, -0.803, -0.291)  1.209
C (0.773, -1.122, -1.277)  0.266
O (1.896, -0.719, -1.158)  -0.511
C (0.345, -2.040, -2.404)  0.436
C (0.768, -1.803, -3.715)  -0.740
C (0.302, -2.671, -4.713)  -0.868
C (-0.557, -3.726, -4.377)  -0.321
C (-0.988, -3.967, -3.059)  -0.131
P (-2.149, -5.367, -2.733)  0.171
O (-2.970, -5.396, -4.183)  -0.484
Cl (-3.605, -4.620, -1.409)  -0.205
C (-0.512, -3.098, -2.056)  0.575
C (-0.887, -3.215, -0.588)  -0.655
O (-0.899, -4.256, -0.001)  -0.451
H (-1.178, 3.543, -0.742)  0.238
H (-1.716, 3.203, -2.382)  0.330
H (-0.206, 4.149, -2.123)  0.357
H (-0.662, 1.229, -2.096)  0.215
H (1.444, 1.364, -0.215)  0.500
H (0.269, 2.508, 0.404)  -0.523
H (-1.810, 1.668, 1.514)  0.468
H (-3.254, -0.178, 2.115)  0.414
H (-3.417, -2.479, 2.153)  0.317
H (1.433, -0.968, -3.903)  0.467
H (0.613, -2.478, -5.732)  0.427
H (-0.891, -4.343, -5.206)  0.599
H (-3.088, -4.472, -4.447)  0.352
O (-2.723, 3.562, 3.190)  -0.532
C (-1.634, 4.027, 3.100)  0.566
O (-1.294, 5.279, 3.484)  -0.358
C (0.133, 5.381, 3.431)  -0.405
C (0.500, 4.309, 2.434)  -0.404
O (-0.563, 3.363, 2.592)  -0.113
H (0.437, 6.376, 3.115)  0.313
H (0.537, 5.184, 4.426)  0.272
H (0.498, 4.676, 1.404)  0.260
H (1.462, 3.846, 2.644)  0.337
O (3.345, 0.771, 4.468)  -0.549
C (3.366, 0.002, 3.563)  0.549
O (4.293, -0.976, 3.405)  -0.338
C (3.858, -1.825, 2.337)  -0.399
C (2.954, -0.912, 1.544)  0.290
O (2.470, -0.011, 2.547)  -0.185
H (4.706, -2.186, 1.761)  0.334
H (3.325, -2.679, 2.760)  0.284
H (3.492, -0.341, 0.788)  0.245
H (2.134, -1.438, 1.071)  -0.230

***

strongest force on any atom of number 1 (C33H36N4OSTe2Ti)? 0.57 eV/Å